Below is a structure of composition C5H10O, with properties calculated with ωB97M-V/def2-TZVPD.

Properties
- total charge = 0
- orbital gap (Ha) = 0.2908
- HOMO energy (eV) = -7.075

CARTESIAN COORDINATES (ANGSTROEM)
C  -0.972  -1.760  0.044
H  -0.518  0.463  -1.778
C  -0.214  0.746  0.985
H  1.149  -0.865  0.469
C  0.419  0.025  -1.429
C  0.578  1.944  1.265
H  -1.369  -2.201  0.968
H  -0.234  -2.442  -0.375
H  0.433  2.476  2.207
O  -0.491  2.023  0.336
H  -0.816  -0.659  0.691
H  1.573  2.091  0.826
H  -1.768  -1.541  -0.670
H  1.190  0.795  -1.551
H  0.686  -0.846  -2.032
C  0.353  -0.250  0.045

Atomic partial charges in e from the Mulliken method, atoms 1 to 2:
1 C -1.387
2 H 0.332

***

Below is the molecule C3H2N4O, with properties calculated with ωB97M-V/def2-TZVPD.

Properties
- total charge = 0
- structure (SMILES) = O=c1ncncnn1
- orbital gap (Ha) = 0.3185
- HOMO energy (eV) = -10.081

CARTESIAN COORDINATES (ANGSTROEM)
N  -0.700  -0.925  -1.102
O  -1.832  -0.507  0.979
C  -1.330  -0.130  -0.064
H  0.678  2.385  -0.482
C  0.968  -0.851  0.430
C  0.239  1.286  -0.285
N  0.349  -1.396  -0.649
N  -1.106  1.041  -0.478
H  1.589  -1.405  1.204
N  1.145  0.501  0.447

Atomic partial charges in e from the Mulliken method, atoms 1 to 2:
1 N -0.355
2 O -0.526

***

Below is a cluster of 2 separate species, C2H8S in total, with properties calculated with ωB97M-V/def2-TZVPD.

Properties
- total charge = 0
- structure (SMILES) = CC.S
- orbital gap (Ha) = 0.3989
- HOMO energy (eV) = -9.816

CARTESIAN COORDINATES (ANGSTROEM)
H  -2.820  -2.458  0.023
H  0.146  -2.700  0.338
H  -1.842  -2.206  1.471
H  -0.293  -1.766  -1.080
S  2.836  6.111  -0.210
H  4.020  6.461  -0.713
H  -0.836  -3.393  -0.940
C  -1.906  -2.000  0.405
C  -0.667  -2.486  -0.354
H  -2.017  -0.920  0.309
H  3.378  5.357  0.751

Atomic partial charges in e from the Mulliken method, atoms 1 to 2:
1 H 0.251
2 H 0.251

***

Below is a structure of composition C10H15F12N3NiO10S4, with properties calculated with ωB97M-V/def2-TZVPD.

Properties
- total charge = 0
- spin multiplicity = 3
- orbital gap (spin up / spin down) (Ha) = 0.2397 / 0.1644
- HOMO energy (spin up / spin down) (eV) = -10.122 / -10.118

CARTESIAN COORDINATES (ANGSTROEM)
O  1.338  -2.059  0.452
Ni  0.323  -0.131  -0.003
O  0.273  2.085  -5.190
H  3.207  -2.503  -0.223
O  -1.552  -1.495  -3.503
F  -2.732  -3.532  3.367
H  1.108  -3.724  -0.811
H  4.524  1.421  0.440
H  -0.513  2.904  1.293
O  -3.169  -0.665  4.504
H  2.877  1.585  2.300
C  -1.959  2.979  -3.930
F  0.624  -1.670  -5.936
C  -1.716  -2.801  3.898
F  -2.041  3.629  -5.082
C  -4.349  1.064  2.131
H  0.994  -4.122  0.846
N  -0.452  0.646  -2.959
F  1.735  -0.073  -4.935
H  3.718  -0.365  -0.635
C  2.743  -2.237  0.727
F  -2.960  2.046  -3.785
S  -1.915  -0.874  3.750
H  0.547  3.062  2.570
F  -1.748  -3.044  5.199
C  2.613  1.995  1.325
C  0.811  -1.051  -4.801
C  3.323  -0.906  1.097
C  3.460  1.353  0.212
F  -3.551  1.677  3.028
H  2.916  -2.975  1.509
O  -1.666  0.121  -5.193
C  0.558  2.985  1.483
H  3.335  1.953  -0.689
H  0.869  3.901  0.981
F  1.316  -1.916  -3.932
F  -2.056  3.833  -2.952
F  -0.571  -3.185  3.366
O  -0.685  -0.323  4.361
S  -0.233  2.156  -3.817
H  2.831  -0.642  2.033
C  0.746  -3.330  0.139
H  4.382  -1.037  1.318
O  0.590  3.089  -3.042
S  -3.686  -0.759  1.812
F  -5.611  0.969  2.605
N  3.025  -0.024  0.016
O  -4.534  -1.648  2.574
O  -3.823  -0.841  0.379
S  -0.857  -0.345  -4.086
H  -0.335  -3.221  0.227
F  -4.375  1.791  0.983
O  1.238  1.836  1.022
N  -1.953  -0.590  2.213
H  3.018  3.008  1.347

Atomic partial charges in e from the Mulliken method, atoms 1 to 2:
1 O -0.063
2 Ni 1.287

***

Below is a structure of composition C16H15N5O4W, with properties calculated with ωB97M-V/def2-TZVPD.

Properties
- total charge = +2
- orbital gap (spin up / spin down) (Ha) = 0.1861 / 0.1858
- HOMO energy (spin up / spin down) (eV) = -15.134 / -15.132

CARTESIAN COORDINATES (ANGSTROEM)
C  2.219  1.123  1.600
H  2.130  3.079  2.415
N  0.845  -1.842  -0.018
C  -2.232  -0.027  0.386
O  0.605  2.062  -0.027
N  -0.114  -0.107  1.543
H  5.745  0.265  0.222
N  -1.455  0.190  -0.706
C  -2.038  0.454  -1.891
C  3.013  -2.744  0.750
H  -4.169  -0.194  1.219
H  -5.280  0.289  -0.991
C  -1.518  -0.280  1.690
O  0.119  -2.676  0.769
C  2.221  -1.451  0.491
H  4.166  0.439  -1.451
C  -3.601  -0.007  0.318
H  5.592  -0.629  2.414
H  2.952  -3.046  1.794
C  4.766  -0.110  0.501
H  2.598  -3.525  0.114
C  -4.202  0.261  -0.909
C  2.260  -0.401  1.845
O  -2.073  -0.562  2.700
O  0.660  -0.879  3.630
C  0.837  -0.532  2.512
W  0.619  0.026  -0.336
C  4.654  -0.519  1.882
C  3.504  -0.707  2.581
H  -3.842  0.716  -2.988
H  0.443  -3.581  0.622
H  3.635  2.195  2.751
C  2.551  2.103  2.650
H  -1.387  0.631  -2.737
H  3.489  -1.037  3.613
N  2.634  -0.661  -0.641
H  2.166  1.748  3.610
H  4.054  -2.615  0.473
C  -3.409  0.497  -2.023
C  3.858  -0.088  -0.555
N  1.670  1.388  0.459

Atomic partial charges in e from the Mulliken method, atoms 1 to 2:
1 C 0.286
2 H 0.419

***

Below is a cluster of 2 separate species, C26H35N2 in total, with properties calculated with ωB97M-V/def2-TZVPD.

Properties
- total charge = +1
- orbital gap (Ha) = 0.2164
- HOMO energy (eV) = -10.866

CARTESIAN COORDINATES (ANGSTROEM)
H  2.894  1.253  -5.000
H  -1.582  1.295  1.450
H  -0.872  1.274  -4.860
C  1.463  -2.820  -0.893
C  -1.970  -0.010  3.101
H  -3.041  0.045  2.881
H  1.929  -0.125  -4.455
C  3.670  -3.806  -0.537
H  -0.976  1.713  -3.132
C  1.022  1.797  -3.989
C  -0.373  1.189  -3.883
H  0.437  -1.608  3.597
C  4.557  -4.938  -0.127
N  0.846  -0.139  2.132
H  2.248  -0.544  3.671
H  0.437  3.146  -5.588
H  3.834  0.034  0.526
C  1.904  0.935  -1.547
C  4.245  -2.563  -0.823
H  -0.291  0.131  -3.607
C  4.492  3.383  0.732
H  0.380  -2.941  -0.968
C  3.874  3.797  -0.464
N  2.332  3.028  -2.279
H  -1.590  2.139  3.001
C  1.870  0.882  -4.880
C  0.978  3.196  -4.632
H  -1.861  -0.015  4.191
H  1.419  0.799  -5.879
H  5.329  -5.132  -0.892
H  4.969  1.690  2.025
H  -1.787  -2.173  2.976
C  2.276  -3.924  -0.656
H  3.976  -0.587  -1.521
C  2.216  -0.219  2.612
H  3.919  4.820  -0.839
H  5.332  -2.431  -0.783
C  -1.384  -1.281  2.486
C  -1.275  1.214  2.498
H  0.442  3.926  -4.008
C  2.032  -1.517  -1.083
H  0.606  1.428  3.564
H  2.792  -0.956  2.033
H  2.281  3.896  -2.789
H  1.836  -4.920  -0.561
C  4.456  2.030  1.121
C  0.257  1.146  2.542
H  1.987  3.585  -4.861
C  1.296  -0.298  -1.213
C  1.669  1.901  -2.599
C  3.130  2.857  -1.157
C  3.453  -1.486  -1.192
H  0.187  -0.326  -1.111
H  5.105  -4.710  0.804
H  0.524  -2.157  1.916
H  3.988  -5.862  0.016
C  0.135  -1.352  2.560
H  5.008  4.102  1.380
H  -1.685  -1.323  1.436
H  2.722  0.750  2.540
C  3.750  1.102  0.340
C  2.951  1.539  -0.716
H  0.679  1.904  1.854

Atomic partial charges in e from the Mulliken method, atoms 1 to 2:
1 H 0.373
2 H 0.269

***

Largest force on an atom readings, ordered: 0.35 8.21 0.32 6.46 1.90 1.42 eV/Å
Calculated total energy readings, ordered: -7387.8492 -11146.9788 -13038.6634 -152542.1082 -34278.1930 -30503.3531 eV